# 1
Molecular formula: C26H22CuO2P2Se2
Method: DFT, ωB97M-V with the def2-TZVPD basis set

## Properties
Kohn-Sham gap (eV): 6.952
Lowest unoccupied orbital energy (Ha): 0.094
DFT total energy (eV): -225328.73543
Energy above the lowest of the compared OMol25 structures with the same formula, charge and spin (kcal per mole): 15.5
HOMO (eV): -4.384

Geometry as ORCA input:
```
! wB97M-V def2-TZVPD RIJCOSX def2/J DEFGRID3
* xyz -1 1
Cu -0.306 -0.359 1.713
Se 1.659 1.440 1.247
P -0.328 2.141 0.824
Se -2.126 0.956 1.076
C -0.312 2.741 -0.924
C 0.784 3.460 -1.396
C 0.830 3.893 -2.710
C -0.206 3.587 -3.583
C -1.290 2.856 -3.126
C -1.347 2.440 -1.802
C -0.546 3.671 1.831
C -1.695 3.890 2.579
C -1.804 5.016 3.384
C -0.772 5.938 3.441
C 0.377 5.728 2.690
C 0.495 4.596 1.903
H 1.622 3.644 -0.737
H 1.686 4.459 -3.059
H -0.158 3.908 -4.616
H -2.096 2.602 -3.804
H -2.196 1.877 -1.440
H -2.502 3.172 2.531
H -2.698 5.166 3.978
H -0.852 6.811 4.078
H 1.193 6.440 2.732
H 1.413 4.404 1.366
O 1.511 -2.851 3.913
C 0.733 -2.219 3.200
O 0.346 -1.010 3.352
C 0.065 -3.019 2.027
P 0.112 -2.161 0.402
C -1.150 -3.098 -0.545
C -1.928 -2.356 -1.434
C -2.943 -2.960 -2.163
C -3.193 -4.315 -2.008
C -2.435 -5.060 -1.115
C -1.425 -4.455 -0.382
C 1.704 -2.729 -0.308
C 2.636 -1.734 -0.600
C 3.883 -2.062 -1.114
C 4.206 -3.388 -1.352
C 3.279 -4.384 -1.077
C 2.036 -4.059 -0.558
H -0.997 -3.092 2.279
H 0.502 -4.019 1.996
H -1.734 -1.294 -1.529
H -3.548 -2.372 -2.843
H -3.988 -4.790 -2.570
H -2.637 -6.116 -0.982
H -0.867 -5.040 0.338
H 2.375 -0.700 -0.412
H 4.598 -1.276 -1.326
H 5.178 -3.650 -1.752
H 3.528 -5.422 -1.266
H 1.325 -4.848 -0.348
*
```



# 2
Molecular formula: C12H30BeN2O4
Method: DFT, ωB97M-V with the def2-TZVPD basis set

## Properties
⟨S²⟩: 0.751
Kohn-Sham gap (spin up / spin down) (eV): 7.243 / 8.184
Lowest unoccupied orbital energy (spin up / spin down) (Ha): -0.097 / -0.148
DFT total energy (eV): -24489.16667
HOMO (spin up / spin down) (eV): -9.870 / -12.220

Geometry as ORCA input:
```
! wB97M-V def2-TZVPD RIJCOSX def2/J DEFGRID3
* xyz 1 2
Be 0.928 -0.072 0.373
C -5.313 -1.117 -2.343
O -4.083 -0.798 -1.681
C -3.807 0.550 -1.254
C -2.341 0.812 -0.901
N -1.874 -0.084 0.171
C -2.361 0.120 1.511
C -1.816 1.480 2.072
O -0.410 1.320 2.423
C 0.082 2.006 3.553
H -5.509 -2.070 -2.834
H -5.536 -0.331 -3.064
H -6.013 -1.228 -1.514
H -4.507 0.708 -0.434
H -4.147 1.295 -1.974
H -2.237 1.885 -0.743
H -1.798 0.768 -1.845
H -2.474 -0.863 -0.057
H -2.095 -0.624 2.262
H -3.448 0.199 1.557
H -2.478 1.630 2.924
H -1.882 2.441 1.564
H -0.194 3.040 3.347
H 1.170 1.993 3.612
H -0.208 1.681 4.552
C 2.827 -0.658 3.237
O 2.903 0.034 2.004
C 4.149 -0.032 1.317
C 3.977 0.555 -0.114
N 3.277 -0.441 -0.893
C 3.050 -0.010 -2.354
C 1.930 -0.958 -2.790
O 0.826 -0.804 -2.033
C -0.190 -1.854 -2.498
H 3.224 -0.011 4.019
H 3.416 -1.574 3.184
H 1.857 -0.806 3.712
H 4.394 -1.093 1.277
H 5.009 0.356 1.863
H 5.002 0.672 -0.464
H 3.490 1.530 -0.091
H 3.674 -1.349 -0.697
H 3.983 -0.371 -2.786
H 2.874 1.039 -2.592
H 2.400 -1.942 -2.762
H 1.674 -0.726 -3.824
H 0.090 -2.901 -2.384
H -0.315 -1.672 -3.565
H -1.170 -1.724 -2.038
*
```



# 3
Molecular formula: C6H7FNO2PS2
Method: DFT, ωB97M-V with the def2-TZVPD basis set

## Properties
Kohn-Sham gap (eV): 8.591
Lowest unoccupied orbital energy (Ha): -0.026
DFT total energy (eV): -45594.51509
Energy above the lowest of the compared OMol25 structures with the same formula, charge and spin (kcal per mole): 0.0
HOMO (eV): -9.309

Geometry as ORCA input:
```
! wB97M-V def2-TZVPD RIJCOSX def2/J DEFGRID3
* xyz 0 1
C -1.168 -0.640 -0.986
C -0.105 -0.284 -0.049
C 0.083 1.080 -0.042
C 0.682 -1.278 0.683
C -2.223 2.892 -0.400
C 1.636 -3.829 0.997
N -1.768 0.312 -1.580
O 1.462 -1.166 1.571
O 1.071 1.783 0.658
F 2.624 2.979 -1.068
P -0.945 1.770 -1.362
S 0.306 -2.933 0.038
S 1.393 3.283 0.056
H -1.499 -1.709 -1.089
H -3.227 2.627 -0.650
H -1.891 3.937 -0.570
H -2.184 2.694 0.644
H 1.360 -3.818 1.996
H 2.395 -3.124 0.820
H 2.001 -4.576 0.333
*
```